C40H42Br2F3NO4 | ωB97M-V/def2-TZVPD

The total energy comes out at -7352.7000 Ha. Its SMILES is CCCCCCCCCc1c(Cc2ccccc2)cc(CC[C@](F)(Br)C(F)(F)Br)c2c1C(=O)c1cc(COO)ccc1C2=O.c1ccncc1. For the LUMO energy, the calculation gives -0.65 eV. The HOMO-LUMO gap comes out at 8.5 eV.

CARTESIAN COORDINATES (ANGSTROEM)
C  -6.084  -3.213  -3.398
C  -5.634  -2.242  -4.494
C  -4.864  -1.035  -3.961
C  -3.990  -0.410  -5.038
C  -3.410  0.961  -4.649
C  -2.072  0.867  -3.892
C  -0.979  1.837  -4.377
C  -0.630  2.941  -3.370
C  0.485  2.580  -2.369
C  0.198  1.290  -1.647
C  0.686  0.054  -2.103
C  1.618  -0.099  -3.296
C  2.813  -0.952  -2.926
C  3.010  -2.202  -3.505
C  4.089  -3.007  -3.144
C  4.999  -2.567  -2.189
C  4.815  -1.311  -1.620
C  3.738  -0.511  -1.982
C  0.331  -1.128  -1.458
C  -0.476  -1.161  -0.333
C  -0.785  -2.490  0.300
C  0.282  -2.894  1.332
C  0.375  -4.397  1.525
F  1.188  -4.651  2.585
Br  1.205  -5.200  -0.043
C  -0.947  -5.142  1.836
F  -0.653  -6.335  2.374
F  -1.662  -5.360  0.738
Br  -2.024  -4.194  3.144
C  -0.909  0.061  0.178
C  -0.576  1.264  -0.471
C  -1.053  2.520  0.190
O  -1.464  3.478  -0.400
C  -0.987  2.488  1.674
C  -0.602  3.607  2.407
C  -0.522  3.513  3.798
C  -0.077  4.716  4.597
O  1.305  4.720  4.902
O  1.533  3.658  5.820
C  -0.848  2.307  4.428
C  -1.252  1.196  3.694
C  -1.312  1.290  2.308
C  -1.695  0.153  1.443
O  -2.564  -0.617  1.747
H  -5.321  -3.346  -2.635
H  -6.277  -4.197  -3.821
H  -7.010  -2.897  -2.928
H  -5.031  -2.803  -5.207
H  -6.527  -1.913  -5.022
H  -4.261  -1.364  -3.115
H  -5.570  -0.288  -3.604
H  -4.630  -0.252  -5.909
H  -3.204  -1.096  -5.348
H  -3.290  1.530  -5.568
H  -4.166  1.466  -4.052
H  -2.263  1.017  -2.831
H  -1.730  -0.165  -3.973
H  -0.105  1.286  -4.708
H  -1.369  2.331  -5.265
H  -0.324  3.820  -3.937
H  -1.532  3.220  -2.840
H  1.421  2.543  -2.911
H  0.533  3.392  -1.651
H  2.011  0.864  -3.587
H  1.116  -0.574  -4.133
H  2.318  -2.568  -4.253
H  4.216  -3.980  -3.595
H  5.829  -3.195  -1.906
H  5.537  -0.979  -0.888
H  3.629  0.452  -1.500
H  0.725  -2.061  -1.839
H  -0.830  -3.227  -0.498
H  -1.774  -2.462  0.734
H  0.056  -2.425  2.283
H  1.251  -2.591  0.949
H  -0.357  4.523  1.894
H  -0.298  5.617  4.037
H  -0.641  4.749  5.531
H  1.853  2.942  5.251
H  -0.777  2.245  5.502
H  -1.518  0.271  4.177
C  5.899  1.617  7.567
C  5.638  2.276  6.377
C  4.437  2.022  5.737
N  3.513  1.178  6.196
C  3.782  0.553  7.340
C  4.951  0.736  8.062
H  6.825  1.788  8.101
H  6.348  2.973  5.954
H  4.193  2.520  4.804
H  3.017  -0.131  7.692
H  5.113  0.200  8.987

These are the Mulliken partial charges, in e, on atoms 1 to 5:
1 C -1.1744
2 C -0.5119
3 C -0.2320
4 C -0.8182
5 C -0.9523